Entry P
{"formula": "C5H9IN", "method": "ωB97M-V/def2-TZVPD", "lumo_energy_ev": -5.35, "multiplicity": 1, "charge": 1, "homo_energy_ev": -11.126, "orbital_gap_ev": 5.775, "mol_weight_g_mol": 210.04, "elements": ["C", "C", "C", "C", "C", "N", "I", "H", "H", "H", "H", "H", "H", "H", "H", "H"], "coordinates": [[1.10775, -0.69629, -0.84221], [2.31609, -0.43647, -1.28776], [0.50118, -0.76641, 0.57427], [-1.03201, -0.27340, 0.50477], [-1.33305, 1.11669, 0.18472], [-2.39518, 1.45496, -0.51479], [3.86745, 0.11406, 0.13250], [0.25819, -0.78038, -1.61267], [0.53752, -1.82879, 1.00769], [0.98396, 0.05882, 1.13753], [-1.69018, -0.83122, -0.32514], [-1.43268, -0.58508, 1.55990], [-0.76472, 1.81113, 0.77070], [4.53102, 0.80609, -1.29907], [-2.79455, 2.36376, -0.45957], [-2.92378, 0.61648, -0.68787]]}

=====

Entry Q
{"formula": "C5H9IN", "method": "ωB97M-V/def2-TZVPD", "lumo_energy_ev": [-5.89, -5.97], "multiplicity": 1, "charge": 1, "homo_energy_ev": [-13.399, -13.356], "orbital_gap_ev": [7.513, 7.381], "mol_weight_g_mol": 210.04, "elements": ["C", "C", "C", "C", "C", "N", "I", "H", "H", "H", "H", "H", "H", "H", "H", "H"], "coordinates": [[1.01729, -2.68143, -2.05174], [0.58044, -1.93515, -1.24391], [-0.80971, 0.91051, -0.64557], [-1.01365, -0.65166, 1.46458], [-0.18927, -0.14358, 0.30372], [1.24165, 0.29822, 0.74523], [0.05904, -2.33204, 2.21619], [1.64772, -2.89954, -2.92275], [-0.08206, 1.29829, -1.36960], [-1.09290, 1.77887, -0.01638], [-1.76305, 0.54924, -1.25788], [-1.92755, -1.08135, 1.11529], [-1.05177, -0.02477, 2.27773], [1.46738, 1.27855, 1.18589], [1.93902, 0.17996, -0.04023], [1.49120, -0.45409, 1.30903]]}

=====

Last place for stability: entry Q

=====

Entry P
{"formula": "C7H18N2", "method": "ωB97M-V/def2-TZVPD", "lumo_energy_ev": 1.16, "multiplicity": 1, "homo_energy_ev": -8.038, "orbital_gap_ev": 9.202, "mol_weight_g_mol": 130.24, "smiles": "CCCNN(CC)CC", "elements": ["N", "N", "C", "C", "C", "C", "C", "C", "C", "H", "H", "H", "H", "H", "H", "H", "H", "H", "H", "H", "H", "H", "H", "H", "H", "H", "H"], "coordinates": [[0.18370, 0.19527, -0.81716], [-0.23275, 1.02198, 0.25939], [-1.88157, 0.25378, -2.13627], [1.62638, -1.73520, -1.06522], [0.78727, 0.31661, 2.98888], [-0.46803, 0.62968, -2.16697], [1.63406, -0.20475, -0.86477], [-1.18172, 0.53478, 1.27800], [-0.34942, -0.41077, 2.15637], [-0.35279, 2.05983, 0.10737], [-2.48039, 0.69418, -1.26854], [-2.17383, -0.79188, -2.27891], [-2.30228, 0.88148, -2.92191], [1.11455, -2.24945, -0.18793], [2.66311, -2.16592, -1.07741], [1.11048, -2.18302, -1.98792], [1.07747, -0.36986, 3.81803], [1.64819, 0.59346, 2.43672], [0.30244, 1.27869, 3.49495], [-0.42212, 1.74903, -2.33872], [0.06063, 0.11209, -2.95934], [2.12185, -0.01312, 0.10960], [2.05742, 0.40503, -1.74288], [-1.66108, 1.31845, 1.82717], [-2.04715, -0.06077, 0.85074], [0.19527, -1.09142, 1.57045], [-1.02969, -0.76816, 2.91629]]}

=====

Entry Q
{"formula": "C7H18N2", "method": "ωB97M-V/def2-TZVPD", "lumo_energy_ev": 0.96, "multiplicity": 1, "homo_energy_ev": -8.073, "orbital_gap_ev": 9.032, "mol_weight_g_mol": 130.24, "smiles": "C=CC(C)C.CN(C)N", "elements": ["C", "C", "C", "C", "C", "H", "H", "H", "H", "H", "H", "H", "H", "H", "H", "C", "C", "N", "N", "H", "H", "H", "H", "H", "H", "H", "H"], "coordinates": [[1.50546, 0.08562, 0.54781], [2.06608, -0.12897, -0.85568], [2.61571, -0.07185, 1.59593], [0.34493, -0.81496, 0.88987], [0.08006, -2.00031, 0.30830], [1.13665, 1.10910, 0.61455], [-0.00409, -0.66472, 1.90824], [2.77609, 0.66425, -1.09417], [2.58208, -1.08838, -0.92935], [3.42154, 0.63496, 1.40741], [3.02489, -1.08320, 1.56692], [2.23149, 0.11039, 2.59825], [1.26948, -0.11655, -1.59817], [0.54919, -2.30728, -0.61835], [-0.55889, -2.72714, 0.78427], [-2.44349, 0.61799, 0.66157], [-1.87992, -0.16061, -1.59333], [-1.38888, 0.61800, -0.34268], [-1.06565, 1.97861, -0.61851], [-1.85012, 2.46278, -1.06511], [-0.28786, 1.99748, -1.26968], [-2.09162, 1.17242, 1.53220], [-3.36797, 1.10137, 0.30144], [-2.65414, -0.41413, 0.93340], [-2.73921, 0.38096, -2.01577], [-2.19601, -1.16366, -1.32410], [-1.07579, -0.19218, -2.32527]]}

=====

Last place for stability: entry P

=====

Entry P
{"formula": "C6H37NO12", "method": "ωB97M-V/def2-TZVPD", "lumo_energy_ev": 0.00, "multiplicity": 1, "homo_energy_ev": -9.283, "orbital_gap_ev": 9.282, "mol_weight_g_mol": 315.36, "elements": ["C", "C", "C", "C", "C", "N", "C", "H", "H", "H", "H", "H", "H", "H", "H", "H", "H", "H", "H", "H", "H", "H", "O", "H", "H", "O", "H", "H", "O", "H", "H", "O", "H", "H", "O", "H", "H", "O", "H", "H", "O", "H", "H", "O", "H", "H", "O", "H", "H", "O", "H", "H", "O", "H", "H", "O"], "coordinates": [[-2.47361, 1.40928, -1.28296], [-2.58297, 2.30230, -0.02561], [-1.14373, 3.10036, 0.10202], [-0.84059, 4.37321, -0.04623], [-1.53694, 0.20879, -1.09275], [-1.97716, -0.97273, -1.84823], [-3.18473, -1.63691, -1.20445], [-3.45505, 1.07907, -1.61237], [-2.04804, 2.13291, -2.11131], [-2.79148, 1.83273, 0.88838], [-3.32598, 3.05314, -0.13220], [-0.30458, 2.45758, 0.21588], [0.23354, 4.82610, 0.02176], [-1.38813, 5.20539, -0.32056], [-1.71037, -0.24715, -0.08635], [-0.42954, 0.38733, -1.33923], [-2.08609, -0.72620, -2.82828], [-3.11828, -1.36103, -0.16392], [-4.10546, -1.20856, -1.54199], [-3.31781, -2.71593, -1.51867], [-1.43300, -3.97799, -2.66677], [-1.31835, -2.64252, -3.32210], [-1.10115, -3.47233, -3.45201], [-0.71527, 0.10853, -4.13682], [0.74726, -0.30190, -3.91331], [-0.06394, -0.58200, -4.38918], [0.81414, -0.00718, 3.70544], [0.76371, 0.93368, 4.95915], [0.14591, 0.43663, 4.33865], [1.44795, -1.77600, 1.18063], [0.81142, -0.96618, 0.08348], [0.61446, -1.26391, 0.89980], [0.56178, -1.97423, -2.67182], [0.56177, -1.80020, -1.20882], [1.15537, -1.81729, -1.88909], [3.32481, -0.62665, 3.93383], [2.26541, -1.69233, 3.93960], [2.60350, -0.84382, 3.41862], [0.69540, 4.17245, 2.44002], [0.36278, 2.75968, 2.34147], [1.12495, 3.32399, 2.29657], [-0.26314, -2.00614, 2.40163], [-0.31002, -1.02012, 3.48746], [-0.26730, -2.00159, 3.29541], [2.20529, -0.79205, -2.47820], [3.55943, -0.10073, -2.38409], [2.77973, -0.09675, -2.90827], [2.10576, -3.74455, 0.09877], [1.18931, -4.09546, 1.17351], [1.92934, -3.48343, 0.99672], [4.42150, 1.93358, -0.82646], [3.20568, 1.16395, -0.19527], [3.62577, 1.43768, -0.98943], [-0.92491, 1.43840, 3.41091], [-1.59073, 0.98306, 2.11670], [-1.32478, 1.81063, 2.54438]]}

=====

Entry Q
{"formula": "C6H37NO12", "method": "ωB97M-V/def2-TZVPD", "lumo_energy_ev": 0.34, "multiplicity": 1, "homo_energy_ev": -9.648, "orbital_gap_ev": 9.987, "mol_weight_g_mol": 315.36, "smiles": "CCC[C@@H](C)NCO.O.O.O.O.O.O.O.O.O.O.O", "elements": ["C", "C", "C", "C", "C", "N", "C", "O", "H", "H", "H", "H", "H", "H", "H", "H", "H", "H", "H", "H", "H", "H", "H", "H", "H", "O", "H", "H", "O", "H", "H", "O", "H", "H", "O", "H", "H", "O", "H", "H", "O", "H", "H", "O", "H", "H", "O", "H", "H", "O", "H", "H", "O", "H", "H", "O"], "coordinates": [[-2.27692, 2.01564, -2.57613], [-2.22035, 1.13934, -1.29328], [-2.29942, 2.06757, -0.12408], [-2.38622, 1.34486, 1.28857], [-1.08532, 0.96640, 1.90240], [-1.06002, 0.25854, -1.39102], [-0.89313, -0.48920, -2.65282], [0.01392, 0.15336, -3.55622], [-2.48497, 1.43188, -3.42869], [-1.38384, 2.56910, -2.81267], [-3.11875, 2.69198, -2.57446], [-3.05594, 0.37537, -1.31788], [-1.57059, 2.89709, 0.12739], [-3.28773, 2.53052, -0.02263], [-3.08629, 0.47128, 1.08477], [-3.01610, 1.93540, 1.93293], [-0.92028, 1.43621, 2.89724], [-1.10704, -0.12226, 2.06630], [-0.14861, 1.06327, 1.32895], [-0.15009, 0.61229, -1.11776], [-1.87306, -0.57062, -3.15488], [-0.40466, -1.39617, -2.36152], [-0.42230, 0.94944, -3.88271], [2.19439, -3.49022, 0.31721], [1.08188, -4.18461, -0.23585], [1.36952, -3.92516, 0.64991], [2.26292, 0.15286, -1.60585], [1.86296, -0.25038, -3.01649], [2.63972, -0.18719, -2.42226], [1.25124, -3.01647, 2.48030], [-0.00064, -2.12088, 2.22733], [0.51006, -2.52091, 2.95510], [0.86300, -1.67493, 0.21521], [1.76415, -0.43224, 0.56931], [1.59527, -1.14209, -0.11900], [2.47045, 2.44956, -1.42699], [1.89468, 1.77930, -0.21123], [1.81471, 2.59620, -0.72637], [-3.76770, -1.52303, -0.20462], [-2.83681, -2.69539, -0.03741], [-3.61146, -2.40545, -0.55921], [1.95283, -1.30616, 3.20449], [3.48622, -1.01097, 3.75095], [2.64263, -0.66611, 3.46243], [1.77921, 3.33312, 1.80474], [0.16697, 3.63993, 1.91334], [0.96624, 3.30470, 2.31132], [4.20148, -2.50088, -1.36298], [3.10932, -1.83507, -0.73016], [3.75955, -2.50186, -0.49914], [-0.72334, -1.20972, 0.01234], [-2.03892, -1.48703, 0.83316], [-1.16460, -1.84305, 0.65409], [1.56418, 1.14593, 1.91044], [2.77920, 0.30879, 2.11569], [2.39839, 0.88812, 1.40841]]}

=====

Last place for stability: entry P

=====

Entry P
{"formula": "C2H5FS", "method": "ωB97M-V/def2-TZVPD", "lumo_energy_ev": -0.64, "multiplicity": 1, "homo_energy_ev": -9.383, "orbital_gap_ev": 8.747, "mol_weight_g_mol": 80.13, "smiles": "CC=S.F", "elements": ["C", "C", "F", "S", "H", "H", "H", "H", "H"], "coordinates": [[-0.72653, 0.28882, -1.34314], [-0.05217, -0.12949, -0.05051], [1.83382, -0.06787, 3.01682], [-0.21391, -1.44785, 0.84796], [-1.79373, -0.07239, -1.40271], [-0.40456, -0.27791, -2.27402], [-0.63085, 1.37141, -1.53080], [0.80405, 0.56380, 0.35525], [1.18389, -0.22853, 2.38114]]}

=====

Entry Q
{"formula": "C2H5FS", "method": "ωB97M-V/def2-TZVPD", "lumo_energy_ev": 0.61, "multiplicity": 1, "homo_energy_ev": -9.447, "orbital_gap_ev": 10.061, "mol_weight_g_mol": 80.13, "elements": ["C", "C", "F", "S", "H", "H", "H", "H", "H"], "coordinates": [[-0.40793, -0.80278, -0.22108], [-0.19926, 0.63344, 0.25715], [-1.15509, -1.70599, 0.42560], [1.40172, 0.69820, 1.25047], [-1.27241, -0.59821, -1.65934], [0.61426, -1.25748, -0.32097], [-0.08654, 1.24465, -0.63633], [-1.03974, 0.96256, 0.81818], [2.14499, 0.82560, 0.08633]]}

=====

Entry R
{"formula": "C2H5FS", "method": "ωB97M-V/def2-TZVPD", "lumo_energy_ev": [-0.33, -0.26], "multiplicity": 1, "homo_energy_ev": [-8.668, -9.087], "orbital_gap_ev": [8.335, 8.823], "mol_weight_g_mol": 80.13, "elements": ["C", "C", "F", "S", "H", "H", "H", "H", "H"], "coordinates": [[0.76581, -0.17956, -0.95349], [-0.08553, 0.03378, 0.27279], [0.67105, -0.21769, 1.37287], [-1.57439, -0.81337, 0.48583], [0.02920, -0.09495, -1.78477], [1.17837, -1.17692, -0.65249], [1.41331, 0.61487, -0.76806], [-0.64450, 2.00287, 0.42536], [-1.75332, -0.16904, 1.60194]]}

=====

Last place for stability: entry R

=====

Entry P
{"formula": "C2H5FS", "method": "ωB97M-V/def2-TZVPD", "lumo_energy_ev": [-0.10, -1.82], "multiplicity": 1, "homo_energy_ev": [-9.029, -8.180], "orbital_gap_ev": [8.927, 6.355], "mol_weight_g_mol": 80.13, "elements": ["C", "C", "F", "S", "H", "H", "H", "H", "H"], "coordinates": [[1.03325, -0.16342, 0.17820], [0.19304, 0.89628, -0.21806], [-0.04094, 1.96031, 0.51735], [-2.52681, -0.44703, 0.12173], [0.59434, -0.93121, -0.46040], [1.03112, -0.45446, 1.18981], [2.15482, -0.19876, -0.09290], [-0.03981, 1.11774, -1.23929], [-2.39901, -1.77946, 0.00355]]}

=====

Entry Q
{"formula": "C2H5FS", "method": "ωB97M-V/def2-TZVPD", "lumo_energy_ev": -0.31, "multiplicity": 1, "homo_energy_ev": -8.865, "orbital_gap_ev": 8.559, "mol_weight_g_mol": 80.13, "elements": ["C", "C", "F", "S", "H", "H", "H", "H", "H"], "coordinates": [[-0.79058, 0.41913, 0.18682], [-0.08352, -0.72519, -0.43493], [-0.41780, -1.88171, 0.14992], [2.12387, -0.27280, 0.53695], [-0.04634, 1.15322, 0.66078], [-1.62331, 0.14325, 0.81025], [-1.24626, 1.05791, -0.57565], [0.16056, -0.87615, -1.56449], [1.92337, 0.98233, 0.23035]]}

=====

Last place for stability: entry P

=====

Entry P
{"formula": "C4H4O3", "method": "ωB97M-V/def2-TZVPD", "lumo_energy_ev": -1.58, "multiplicity": 1, "homo_energy_ev": -9.533, "orbital_gap_ev": 7.956, "mol_weight_g_mol": 100.07, "elements": ["C", "C", "O", "C", "O", "C", "O", "H", "H", "H", "H"], "coordinates": [[-1.77986, 0.11478, -0.25011], [-0.41225, -0.16605, -0.36025], [-0.04398, -0.23919, -1.58730], [0.60292, -0.22044, 0.76367], [0.26797, -0.41787, 1.90749], [2.06361, 0.11924, 0.46080], [2.39765, 0.76644, -0.49566], [-2.19156, 0.59434, 0.63326], [-2.43455, -0.62614, -0.71444], [-1.23426, 0.28617, -1.60903], [2.76432, -0.21127, 1.25156]]}

=====

Entry Q
{"formula": "C4H4O3", "method": "ωB97M-V/def2-TZVPD", "lumo_energy_ev": 0.70, "multiplicity": 1, "homo_energy_ev": -10.077, "orbital_gap_ev": 10.772, "mol_weight_g_mol": 100.07, "elements": ["O", "C", "O", "C", "C", "C", "O", "H", "H", "H", "H"], "coordinates": [[2.12903, -2.33057, 0.94642], [1.26515, -1.82925, 0.40790], [0.61286, 0.10399, 1.91544], [-0.41079, 0.04252, 1.27348], [-0.53050, 0.50700, -0.11626], [-0.06745, 0.53243, -1.50031], [-1.42994, 0.21915, -1.14127], [-0.68487, 1.49340, 0.43090], [-1.42296, -0.02940, 1.72122], [0.45093, -0.25186, -2.05602], [0.08855, 1.54259, -1.88149]]}

=====

Last place for stability: entry P